(1)
A molecular structure, C17H39LaO2P3, computed with the ωB97M-V functional and the def2-TZVPD basis.

Last column: Mulliken charge in e.
Cartesian coordinates (Å):
1 La -0.13086 0.06595 2.02413  1.555
2 P 0.35932 -2.28917 0.42380  0.220
3 P 2.76210 -0.02261 2.71516  0.416
4 P -2.63913 0.55013 0.70038  0.355
5 H 1.65967 2.32245 0.93409  0.533
6 C 0.60469 2.48261 1.19047  -0.849
7 C 0.17319 2.80962 2.45197  -0.646
8 H 0.83236 2.90314 3.32786  0.322
9 C 1.00245 -1.82860 -1.23200  -0.742
10 C 1.54904 -3.50685 1.11061  -1.086
11 C -1.18865 -3.23250 0.12465  -1.104
12 C 3.48514 1.45898 3.52512  -1.157
13 C 3.41014 -1.34765 3.80573  -1.153
14 C 3.89837 -0.18378 1.27385  -1.231
15 C -3.33343 2.21583 1.02889  -1.103
16 C -4.00030 -0.58915 1.12300  -1.147
17 C -2.57226 0.49034 -1.12862  -1.311
18 H -0.05295 2.47437 0.30907  0.585
19 H -0.86918 3.06338 2.70400  0.362
20 H 1.21523 -2.70731 -1.85987  0.526
21 H 1.93360 -1.25087 -1.10629  0.291
22 H 0.27883 -1.18792 -1.76439  0.024
23 H 1.61094 -4.41951 0.50234  0.464
24 H 1.22562 -3.78396 2.12694  0.367
25 H 2.55171 -3.05782 1.18417  0.274
26 H -1.00703 -4.17911 -0.40310  0.478
27 H -1.89781 -2.62613 -0.46063  0.265
28 H -1.66047 -3.45587 1.09589  0.386
29 H 4.58613 1.41918 3.50926  0.412
30 H 3.12304 1.51011 4.56074  0.398
31 H 3.12998 2.36273 3.01322  0.358
32 H 4.50647 -1.41304 3.74100  0.404
33 H 2.98431 -2.31562 3.51991  0.278
34 H 3.11109 -1.14715 4.84240  0.418
35 H 4.94439 -0.06084 1.60379  0.477
36 H 3.66299 0.59400 0.53235  0.374
37 H 3.76520 -1.15574 0.77299  0.325
38 H -4.19132 2.41914 0.36841  0.413
39 H -2.54602 2.97095 0.87352  0.348
40 H -3.63930 2.26525 2.08550  0.407
41 H -4.89227 -0.37605 0.51687  0.410
42 H -4.23248 -0.47473 2.19163  0.427
43 H -3.67676 -1.62731 0.96085  0.304
44 H -3.54463 0.78640 -1.55670  0.561
45 H -2.29199 -0.51458 -1.48652  0.461
46 H -1.78862 1.18679 -1.46848  0.232
47 C -0.84848 0.27431 -4.65404  0.557
48 C -0.33681 0.28246 -5.97205  -0.877
49 C -0.21277 1.53137 -6.60041  -0.329
50 C -0.67201 2.69149 -5.96973  -0.519
51 C -1.42061 2.59186 -4.78877  -0.436
52 C -1.63950 1.33304 -4.22868  -0.346
53 O -0.50330 -0.59018 -3.64098  -0.338
54 H -0.06799 -1.41515 -3.93330  0.308
55 H -0.03762 -0.61953 -6.50020  0.411
56 H 0.26398 1.62156 -7.58445  0.368
57 H -0.47851 3.67234 -6.40030  0.392
58 H -1.82655 3.48546 -4.30752  0.390
59 H -2.33094 1.23121 -3.39724  0.422
60 O -0.75701 -1.28146 4.16373  -0.567
61 H -0.04592 -1.65130 4.72609  0.308
62 H -1.29652 -0.75498 4.77990  0.354

As for the LUMO energy: -10.88 eV. Its gap between HOMO and LUMO is 3.5 eV. As for the molar mass: 507.3 g mol⁻¹. Its total charge is +3. The energy relative to the best compared isomer or geometry (same formula, charge and spin) comes out at 0.00 kcal/mol.

(2)
C3H5NO2 in the gas phase, computed with the ωB97M-V functional and the def2-TZVPD basis.

Last column: Mulliken charge in e.
Cartesian coordinates (Å):
1 N 0.84045 0.83624 -0.41900  -0.496
2 C 1.43359 -0.25660 -0.65537  0.084
3 O 0.70389 -1.32576 -0.42056  -0.386
4 C -0.72169 -0.75493 0.05255  -0.349
5 C -1.12667 0.53063 0.86436  0.084
6 O -1.30416 0.51820 2.05862  -0.484
7 H 1.32078 1.70194 -0.51634  0.181
8 H 2.46002 -0.37930 -1.02451  0.389
9 H -0.94743 -1.59495 0.68375  0.309
10 H -1.25773 -0.70753 -0.89738  0.293
11 H -1.40104 1.43207 0.27388  0.375

As for the LUMO energy: 0.88 eV. Its gap between HOMO and LUMO is 10.7 eV. As for the molar mass: 87.1 g mol⁻¹. The SMILES is [H]/N=C/OCC=O. The energy relative to the best compared isomer or geometry (same formula, charge and spin) comes out at 65.26 kcal/mol.

(3)
2 unconnected molecules or ions with the total composition C6H12O3, computed with the ωB97M-V functional and the def2-TZVPD basis.

Last column: Mulliken charge in e.
Cartesian coordinates (Å):
1 C 0.31054 -2.00600 0.43762  0.828
2 C 0.61034 -3.60929 -1.17916  -0.669
3 C 1.65570 -1.38425 0.31026  -1.382
4 O -0.18614 -2.95092 -0.28776  -0.284
5 O -0.48945 -1.64281 1.48842  -0.499
6 H 0.10695 -1.47094 2.25873  0.320
7 H 0.21691 -4.28453 -1.91753  0.254
8 H 1.63736 -3.28957 -1.27061  0.297
9 H 1.81858 -0.52077 0.95845  0.279
10 H 1.89511 -0.99055 -0.67825  0.410
11 H 2.58596 -1.93318 0.47344  0.464
12 C -1.15231 2.19761 0.41640  0.301
13 C 0.10032 2.94994 0.51209  -0.474
14 C -1.96430 2.15518 -0.85069  -1.264
15 O 0.10227 1.53844 0.39962  -0.311
16 H -1.71865 2.04969 1.33482  0.319
17 H 0.44506 3.32879 1.46898  0.241
18 H 0.48112 3.45719 -0.36975  0.224
19 H -2.39639 1.16214 -0.96969  0.275
20 H -2.73234 2.92635 -0.81801  0.336
21 H -1.32662 2.31748 -1.71739  0.337

As for the LUMO energy (alpha / beta): 0.75 / 0.77 eV. Its gap between HOMO and LUMO (alpha / beta) is 7.6 / 6.9 eV. As for the molar mass: 132.2 g mol⁻¹. The energy relative to the best compared isomer or geometry (same formula, charge and spin) comes out at 139.19 kcal/mol.

(4)
A molecular structure, C19H21Br2IrN3O, computed with the ωB97M-V functional and the def2-TZVPD basis.

Last column: Mulliken charge in e.
Cartesian coordinates (Å):
1 Ir 0.26562 -0.36121 -0.76755  0.752
2 O -4.87192 -2.74536 -3.17367  -0.426
3 C -3.76027 -2.16867 -2.81814  0.876
4 C -3.08455 -1.17767 -3.55596  -0.584
5 C -1.92301 -0.65572 -3.06808  -0.514
6 N -1.38603 -1.06711 -1.88004  -0.490
7 C -2.05108 -2.02186 -1.20437  0.384
8 Br -1.14919 -2.48879 0.39411  -0.088
9 C -3.20983 -2.61181 -1.58809  -0.510
10 H -5.23809 -2.44970 -4.02477  0.362
11 H -3.47689 -0.82431 -4.50181  0.401
12 H -1.38591 0.11123 -3.60781  0.502
13 H -3.70826 -3.37860 -1.00988  0.537
14 Br 5.33394 -3.44081 -3.99283  0.395
15 C 3.95635 -2.61689 -3.08316  0.428
16 C 2.71553 -3.24761 -3.02943  -0.523
17 C 1.71346 -2.60742 -2.31929  -0.136
18 N 1.93672 -1.43040 -1.71890  -0.199
19 C 3.14186 -0.83270 -1.75596  -0.165
20 C 4.19791 -1.40416 -2.44158  -0.497
21 H 2.52728 -4.19964 -3.50555  0.461
22 H 0.73649 -3.06215 -2.22179  0.448
23 H 3.28267 0.10406 -1.23277  0.457
24 H 5.16407 -0.92023 -2.46432  0.463
25 C 0.95236 1.69299 4.87671  -0.893
26 N 0.18655 0.75724 3.97649  -0.041
27 C -1.29623 0.91696 4.17293  -0.781
28 C 0.61244 0.69151 2.53123  -0.966
29 C 0.28868 1.81061 1.56969  1.851
30 C 0.28694 3.17524 2.00972  -0.218
31 C -0.07116 4.19553 1.16584  -0.804
32 C -0.39400 3.88374 -0.17650  -0.711
33 C -0.32528 2.51630 -0.65918  -0.346
34 C 0.04652 1.47778 0.16457  -0.504
35 H 0.78269 1.36754 5.90071  0.406
36 H 0.58025 2.70618 4.76545  0.497
37 H 2.01417 1.63444 4.64498  0.363
38 H 0.41350 -0.17939 4.32401  0.353
39 H -1.60104 1.91330 3.87119  0.416
40 H -1.52197 0.77268 5.22707  0.385
41 H -1.81101 0.15857 3.58977  0.331
42 H 0.18573 -0.23650 2.14069  0.325
43 H 1.70279 0.57575 2.52942  0.338
44 H 0.56541 3.40063 3.02770  0.274
45 H -0.11358 5.22834 1.48961  0.493
46 H -0.65913 4.68123 -0.86304  0.453
47 H -0.55152 2.35684 -1.70738  0.445

As for the LUMO energy (alpha / beta): -11.81 / -16.16 eV. Its gap between HOMO and LUMO (alpha / beta) is 8.1 / 4.2 eV. As for the molar mass: 659.4 g mol⁻¹. Its total charge is +4. The expectation value of S² is 8.811. Its spin multiplicity is 6. The energy relative to the best compared isomer or geometry (same formula, charge and spin) comes out at 0.00 kcal/mol.